(1)
Molecular formula: C40H37N6P2S4Tl
Method: DFT, wB97M-V/def2-TZVPD

Values from the calculation:
frontier orbital gap (spin up / spin down) = 3.84 / 5.83 eV
energy above the lowest of the compared OMol25 structures with the same formula, charge and spin = 117.8 kJ/mol
HOMO level (spin up / spin down) = -7.25 / -7.28 eV

ORCA input file:
```
! RIJCOSX wB97M-V def2-TZVPD def2/J DEFGRID3
* xyz 0 1
Tl 0.534 1.471 0.729
S -2.364 2.020 0.566
P -3.455 0.421 0.028
C -2.964 -1.098 0.445
P -1.781 -2.197 0.897
S 0.102 -1.686 0.473
C -2.018 -3.742 0.006
C -2.798 -3.764 -1.149
C -3.079 -4.985 -1.741
C -2.520 -6.140 -1.183
C -1.609 -6.069 -0.148
C -1.394 -4.850 0.478
C -2.103 -2.748 2.617
C -1.222 -2.449 3.618
C -1.585 -2.783 4.943
C -2.725 -3.508 5.251
C -3.607 -3.837 4.216
C -3.270 -3.501 2.901
C -3.448 0.364 -1.796
C -4.454 0.947 -2.570
C -4.358 0.880 -3.966
C -3.285 0.278 -4.608
C -2.282 -0.255 -3.758
C -2.386 -0.290 -2.401
C -5.206 0.623 0.407
C -6.096 -0.282 -0.138
C -7.456 -0.078 0.130
C -7.897 0.986 0.901
C -6.966 1.915 1.389
C -5.602 1.690 1.248
H -3.247 -2.829 -1.506
H -3.580 -5.067 -2.678
H -2.786 -7.085 -1.579
H -1.100 -6.976 0.148
H -0.725 -4.698 1.322
H -0.263 -1.973 3.385
H -0.960 -2.467 5.756
H -2.988 -3.662 6.305
H -4.541 -4.293 4.407
H -3.845 -3.843 2.018
H -5.303 1.468 -2.149
H -5.180 1.318 -4.508
H -3.145 0.163 -5.674
H -1.334 -0.653 -4.249
H -1.559 -0.701 -1.795
H -5.765 -1.085 -0.806
H -8.125 -0.829 -0.202
H -8.931 1.217 0.885
H -7.266 2.829 1.903
H -4.838 2.365 1.689
C 1.952 6.637 -0.105
C 1.523 5.328 0.249
N 2.301 4.268 0.236
C 3.605 4.426 -0.111
C 4.119 5.656 -0.542
C 3.198 6.740 -0.640
C 5.471 5.982 -0.942
C 6.618 5.294 -0.928
C 6.861 4.031 -0.292
C 6.484 3.579 0.974
C 6.951 2.328 1.342
N 7.668 1.524 0.541
C 7.988 2.060 -0.611
N 7.717 3.260 -1.028
H 1.273 7.465 -0.002
H 0.516 5.040 0.470
H 4.228 3.530 -0.078
H 3.575 7.656 -1.077
H 5.572 7.020 -1.306
H 7.452 5.614 -1.524
H 5.721 4.095 1.575
H 6.739 1.955 2.301
H 8.603 1.522 -1.325
S 0.342 1.586 5.967
C 0.531 1.503 4.345
N 0.605 1.546 3.137
C 6.040 -1.973 -1.210
N 4.892 -1.065 -0.957
C 3.608 -1.293 -1.385
S 2.537 0.041 -1.684
N 3.280 -2.614 -1.587
C 1.978 -3.192 -1.967
H 6.916 -1.399 -1.475
H 5.778 -2.701 -2.066
H 6.209 -2.702 -0.405
H 5.054 -0.041 -0.814
H 3.904 -3.323 -1.225
H 1.836 -3.039 -3.056
H 1.143 -2.643 -1.485
H 1.987 -4.235 -1.763
*
```



(2)
Molecular formula: C40H38GdN13O2S2
Method: DFT, wB97M-V/def2-TZVPD

Values from the calculation:
frontier orbital gap (spin up / spin down) = 5.41 / 4.38 eV
HOMO level (spin up / spin down) = -5.33 / -6.46 eV

ORCA input file:
```
! RIJCOSX wB97M-V def2-TZVPD def2/J DEFGRID3
* xyz 0 8
Gd 0.194 -0.254 0.642
N 1.068 -3.789 3.766
C 0.742 -2.564 3.199
S -0.546 -2.623 2.044
N 1.465 -1.550 3.553
N 1.228 -0.323 2.943
C 1.895 0.647 3.504
C 1.807 2.028 3.185
C 2.679 2.949 3.882
C 2.746 4.259 3.633
C 1.814 4.920 2.670
C 0.697 4.021 2.124
C 0.917 2.520 2.234
O 0.220 1.819 1.439
H 0.323 -4.464 3.653
H 1.451 -3.748 4.701
H 2.551 0.393 4.342
H 3.337 2.510 4.619
H 3.450 4.899 4.145
H 1.421 5.855 3.087
H -0.313 4.240 2.482
C -2.463 2.650 -2.422
C -2.039 3.967 -2.323
C -0.844 4.227 -1.677
C -0.115 3.165 -1.129
N -0.512 1.897 -1.254
C -1.656 1.659 -1.884
C 1.102 3.453 -0.344
C 0.983 4.535 0.692
C 2.309 5.135 1.211
C 3.466 4.250 0.907
C 3.331 3.171 0.138
N 2.191 2.820 -0.573
H -3.396 2.398 -2.902
H -2.624 4.774 -2.738
H -0.474 5.239 -1.607
H -1.940 0.617 -1.965
H 0.258 5.291 0.388
H 2.515 6.173 0.927
H 4.413 4.499 1.356
H 4.164 2.503 -0.019
N -9.383 -4.047 -2.572
C -8.368 -3.636 -2.231
C -7.124 -3.099 -1.832
C -6.263 -3.808 -0.993
C -5.055 -3.251 -0.626
C -4.685 -1.986 -1.079
C -5.547 -1.286 -1.919
C -6.756 -1.834 -2.295
C -3.371 -1.413 -0.697
C -2.269 -1.957 -1.368
C -2.372 -2.938 -2.398
C -1.108 -3.116 -2.895
C -0.278 -2.260 -2.150
N -0.947 -1.555 -1.241
C -3.388 -0.382 0.242
C -4.561 0.220 0.794
C -4.129 1.173 1.677
C -2.718 1.116 1.652
N -2.264 0.212 0.797
H -6.546 -4.788 -0.639
H -4.377 -3.790 0.016
H -5.259 -0.309 -2.282
H -7.427 -1.295 -2.948
H -3.274 -3.433 -2.705
H -0.790 -3.763 -3.692
H 0.789 -2.179 -2.254
H -5.575 -0.026 0.539
H -4.728 1.834 2.276
H -2.040 1.711 2.245
C 3.775 -5.638 2.240
N 3.046 -4.909 1.233
C 2.987 -3.579 1.066
N 3.571 -2.745 1.945
S 2.264 -2.995 -0.324
H 3.280 -6.593 2.412
H 3.791 -5.083 3.177
H 4.811 -5.828 1.930
H 2.609 -5.439 0.492
H 3.648 -3.034 2.910
H 3.346 -1.762 1.817
C 3.914 0.396 -4.208
N 3.321 0.196 -2.911
C 4.041 0.191 -1.659
C 2.888 0.083 -0.658
O 2.965 0.009 0.554
N 1.724 0.051 -1.350
C 2.007 0.162 -2.641
N 1.058 0.271 -3.575
H 4.996 0.414 -4.102
H 3.585 1.342 -4.647
H 3.654 -0.422 -4.886
H 4.602 1.118 -1.522
H 4.711 -0.667 -1.559
H 0.128 0.071 -3.238
H 1.273 0.112 -4.543
*
```



(3)
Molecular formula: C40H38IN4O2PV
Method: DFT, wB97M-V/def2-TZVPD

Values from the calculation:
frontier orbital gap (spin up / spin down) = 6.12 / 5.34 eV
energy above the lowest of the compared OMol25 structures with the same formula, charge and spin = 24.6 kJ/mol
HOMO level (spin up / spin down) = -5.88 / -5.10 eV

ORCA input file:
```
! RIJCOSX wB97M-V def2-TZVPD def2/J DEFGRID3
* xyz 0 2
V -0.922 -0.432 1.494
C -4.265 0.576 3.933
C -2.855 0.141 3.619
O -2.513 0.150 2.375
C -2.035 -0.320 4.629
C -0.810 -0.988 4.410
C -0.151 -1.705 5.558
N -0.277 -1.083 3.205
N 0.819 -1.924 3.098
C 0.948 -2.319 1.877
O 0.122 -1.904 0.945
C 1.990 -3.309 1.543
C 1.705 -4.306 0.610
C 2.659 -5.258 0.288
C 3.912 -5.219 0.884
C 4.205 -4.216 1.799
C 3.250 -3.269 2.133
H -4.936 -0.277 3.802
H -4.354 0.929 4.958
H -4.583 1.356 3.241
H -2.408 -0.285 5.643
H -0.667 -1.503 6.494
H -0.166 -2.778 5.365
H 0.897 -1.418 5.640
H 0.724 -4.331 0.150
H 2.422 -6.032 -0.431
H 4.653 -5.971 0.647
H 5.187 -4.173 2.252
H 3.469 -2.486 2.847
I -3.735 1.086 -0.087
C -3.586 1.686 -2.098
C -4.515 2.619 -2.482
C -4.561 3.101 -3.795
C -3.694 2.588 -4.711
C -2.741 1.609 -4.351
C -1.916 1.094 -5.369
C -0.948 0.186 -5.075
C -0.762 -0.202 -3.746
C -1.548 0.234 -2.694
P -0.928 -0.461 -1.045
C -1.383 -2.214 -1.397
C -0.684 -3.074 -2.242
C -1.149 -4.358 -2.484
C -2.329 -4.799 -1.904
C -3.027 -3.955 -1.055
C -2.548 -2.680 -0.790
C 0.865 -0.230 -1.409
C 1.858 -1.197 -1.299
C 3.197 -0.865 -1.455
C 3.567 0.440 -1.742
C 2.582 1.407 -1.886
C 1.249 1.080 -1.708
C -2.614 1.151 -2.991
H -5.225 2.979 -1.751
H -5.285 3.856 -4.071
H -3.715 2.921 -5.742
H -2.074 1.439 -6.384
H -0.311 -0.225 -5.848
H 0.058 -0.870 -3.540
H 0.240 -2.764 -2.709
H -0.586 -5.020 -3.131
H -2.693 -5.798 -2.107
H -3.951 -4.292 -0.601
H -3.082 -2.043 -0.095
H 1.597 -2.217 -1.080
H 3.951 -1.636 -1.353
H 4.611 0.703 -1.860
H 2.854 2.420 -2.156
H 0.485 1.844 -1.820
N -0.037 1.212 1.441
C 0.580 2.202 1.355
N 1.272 3.311 1.324
C 2.535 3.396 2.077
C 3.133 4.789 1.914
C 3.185 5.164 0.433
C 1.776 5.173 -0.201
C 0.740 4.533 0.724
H 3.225 2.646 1.683
H 2.355 3.173 3.132
H 4.136 4.795 2.341
H 2.543 5.519 2.472
H 3.813 4.430 -0.073
H 3.667 6.134 0.311
H 1.790 4.632 -1.149
H 1.455 6.194 -0.415
H -0.165 4.277 0.175
H 0.453 5.235 1.512
*
```



(4)
Molecular formula: C40H38N8OS4Ti
Method: DFT, wB97M-V/def2-TZVPD

Values from the calculation:
frontier orbital gap (spin up / spin down) = 5.36 / 6.94 eV
energy above the lowest of the compared OMol25 structures with the same formula, charge and spin = 21.9 kJ/mol
HOMO level (spin up / spin down) = -5.00 / -6.65 eV

ORCA input file:
```
! RIJCOSX wB97M-V def2-TZVPD def2/J DEFGRID3
* xyz 0 3
Ti 0.141 0.152 -0.362
C -0.429 -2.732 0.217
C 0.545 -3.427 -0.721
C 1.673 -2.647 -1.357
C 2.581 -3.380 -2.117
C 3.628 -2.740 -2.745
C 3.752 -1.370 -2.583
C 2.819 -0.713 -1.807
N 1.795 -1.328 -1.203
N 0.175 -1.803 1.200
C 1.140 -2.480 2.109
C 2.502 -2.947 1.640
C 2.824 -4.301 1.694
C 4.101 -4.702 1.337
C 5.018 -3.741 0.950
C 4.616 -2.414 0.958
N 3.395 -2.024 1.303
C -0.900 -1.334 2.099
C -0.543 -0.009 2.707
C -0.535 0.220 4.073
C -0.310 1.507 4.533
C -0.105 2.519 3.612
C -0.082 2.195 2.267
N -0.279 0.957 1.823
H -1.006 -3.508 0.744
H -1.147 -2.147 -0.360
H -0.054 -3.864 -1.525
H 1.004 -4.274 -0.211
H 2.443 -4.449 -2.214
H 4.332 -3.297 -3.351
H 4.548 -0.809 -3.054
H 2.878 0.356 -1.669
H 0.621 -3.352 2.533
H 1.318 -1.790 2.938
H 2.081 -5.026 2.001
H 4.374 -5.750 1.363
H 6.026 -4.006 0.659
H 5.305 -1.623 0.680
H -1.116 -2.078 2.876
H -1.802 -1.198 1.502
H -0.728 -0.597 4.757
H -0.304 1.718 5.595
H 0.056 3.542 3.922
H 0.125 2.946 1.513
C 1.511 3.793 -2.449
C 1.359 2.613 -1.541
N 0.568 1.591 -1.872
N -0.022 1.717 -3.109
C -0.592 0.643 -3.568
N -1.218 0.782 -4.793
S -0.608 -0.922 -2.849
C 2.078 2.462 -0.331
C 2.920 3.453 0.239
C 3.616 3.191 1.382
C 3.485 1.921 1.995
C 2.633 1.017 1.423
N 1.925 1.240 0.301
H 1.710 3.449 -3.464
H 0.582 4.366 -2.502
H 2.315 4.451 -2.131
H -1.477 1.734 -5.009
H -1.940 0.101 -4.962
H 3.000 4.420 -0.235
H 4.257 3.949 1.815
H 4.021 1.665 2.898
H 2.493 0.045 1.872
O -1.764 0.279 -0.324
C -3.085 0.695 -0.272
C -3.368 1.521 -1.527
C -2.574 2.500 -2.041
C -3.127 3.113 -3.197
C -4.337 2.587 -3.533
S -4.807 1.349 -2.451
C -3.367 1.587 0.948
C -3.424 2.951 0.999
C -3.600 3.466 2.311
C -3.669 2.485 3.249
S -3.545 0.938 2.537
C -3.988 -0.542 -0.292
C -3.728 -1.673 -1.010
C -4.801 -2.603 -0.993
C -5.868 -2.151 -0.279
S -5.571 -0.608 0.388
H -1.609 2.748 -1.624
H -2.635 3.895 -3.758
H -4.969 2.851 -4.365
H -3.357 3.570 0.118
H -3.680 4.519 2.540
H -3.815 2.585 4.312
H -2.815 -1.785 -1.581
H -4.782 -3.558 -1.498
H -6.806 -2.650 -0.093
*
```